{
  "formula": "C36H84F12O25P6Zn",
  "method": "ωB97M-V with the def2-TZVPD basis set",
  "elements": ["Zn", "P", "F", "F", "F", "F", "F", "F", "P", "F", "F", "F", "F", "F", "F", "C", "C", "O", "C", "O", "O", "C", "H", "H", "H", "H", "H", "H", "H", "H", "C", "C", "O", "C", "O", "O", "C", "H", "H", "H", "H", "H", "H", "H", "H", "C", "C", "O", "C", "O", "O", "C", "H", "H", "H", "H", "H", "H", "H", "H", "C", "C", "O", "P", "O", "O", "C", "C", "O", "C", "C", "H", "H", "H", "H", "H", "H", "H", "H", "H", "H", "H", "H", "H", "H", "H", "C", "C", "O", "P", "O", "O", "C", "C", "O", "C", "C", "H", "H", "H", "H", "H", "H", "H", "H", "H", "H", "H", "H", "H", "H", "H", "C", "C", "O", "P", "O", "O", "C", "C", "O", "C", "C", "H", "H", "H", "H", "H", "H", "H", "H", "H", "H", "H", "H", "H", "H", "H", "C", "C", "O", "P", "O", "O", "C", "C", "O", "C", "C", "H", "H", "H", "H", "H", "H", "H", "H", "H", "H", "H", "H", "H", "H", "H"],
  "coordinates": [[0.261933, -0.104589, 0.076651], [-1.831543, -1.580651, 3.028593], [-1.513214, -0.071328, 3.564444], [-2.993651, -0.938799, 2.034378], [-0.787382, -1.453864, 1.765188], [-2.188038, -3.068812, 2.444622], [-0.656952, -2.257146, 3.953077], [-2.881256, -1.685026, 4.222636], [2.082547, 1.463941, -2.462259], [1.993558, 0.280406, -3.566128], [1.792250, 2.586216, -3.576363], [0.472516, 1.335706, -2.111394], [2.257379, 2.572523, -1.279771], [2.297762, 0.329501, -1.280800], [3.694170, 1.513783, -2.634363], [-4.361308, 1.620895, -1.441019], [-4.338122, 0.321016, -0.562231], [-3.775170, -0.944213, -1.081361], [-2.503390, -0.999902, -1.145310], [-1.707389, -0.233388, -0.663224], [-2.018640, -2.022209, -1.880624], [-2.988866, -2.936472, -2.399147], [-4.942147, 1.418198, -2.353326], [-3.341061, 1.945109, -1.651325], [-4.897407, 2.369860, -0.895053], [-5.393308, 0.063012, -0.462329], [-3.855723, 0.491071, 0.416999], [-2.419049, -3.558039, -3.087977], [-3.789558, -2.420464, -2.923705], [-3.324865, -3.628765, -1.621939], [-1.494890, 1.461753, -5.417386], [-1.880351, 0.636674, -4.223799], [-3.331304, 0.283240, -4.272721], [-3.764716, -0.522030, -5.227316], [-3.113787, -1.263870, -5.913532], [-5.150363, -0.653959, -5.222260], [-5.639610, -1.627569, -6.183967], [-1.487950, 0.852097, -6.320651], [-0.498929, 1.864442, -5.322418], [-2.147093, 2.318800, -5.604347], [-1.908458, 1.235577, -3.328941], [-1.274427, -0.275178, -4.118688], [-5.219690, -2.631192, -6.129353], [-5.597429, -1.215546, -7.196141], [-6.673057, -1.661484, -5.892487], [-2.392668, 3.144764, 3.618043], [-2.984787, 2.964568, 2.227282], [-2.140572, 2.091871, 1.343118], [-1.011777, 2.515527, 0.921308], [-0.203409, 1.725831, 0.479773], [-0.841265, 3.816977, 0.933270], [0.456854, 4.362412, 0.467889], [-1.335142, 3.385135, 3.608524], [-2.522759, 2.319586, 4.297644], [-2.883504, 4.016914, 4.048943], [-3.164836, 3.908999, 1.727235], [-3.903514, 2.392247, 2.301100], [1.311828, 3.703056, 0.678691], [0.541253, 5.261930, 1.099059], [0.353634, 4.673473, -0.558547], [6.940527, -4.916661, 1.360832], [5.707725, -5.797376, 1.312878], [5.328222, -6.081140, 2.680925], [4.415224, -5.048302, 3.459786], [4.710995, -3.627157, 3.340848], [3.008679, -5.570294, 2.979825], [1.812516, -4.791000, 3.160143], [0.973784, -5.257272, 4.347556], [4.466055, -5.528824, 4.939564], [5.106661, -4.853567, 6.088327], [6.401051, -5.597950, 6.394233], [7.204742, -4.624902, 0.355125], [6.680348, -4.032756, 1.956206], [7.749387, -5.448437, 1.836154], [4.794826, -5.288168, 0.893045], [5.878361, -6.760775, 0.798747], [2.112479, -3.761885, 3.253319], [1.231601, -4.954737, 2.269451], [0.648019, -6.279579, 4.145203], [1.565242, -5.204747, 5.276367], [0.100938, -4.615187, 4.431347], [5.192657, -3.777616, 5.877434], [4.415207, -4.802840, 6.901152], [7.164113, -5.305882, 5.668904], [6.817920, -5.239103, 7.335230], [6.281858, -6.671865, 6.445106], [-3.016984, 8.700332, -4.320600], [-4.363568, 8.286366, -3.671302], [-4.616452, 6.893977, -3.991919], [-4.456162, 5.739412, -2.885938], [-4.660219, 4.413898, -3.452743], [-2.963845, 5.861601, -2.274591], [-1.882731, 5.554133, -3.179473], [-1.438557, 4.094993, -3.011366], [-5.352725, 6.265563, -1.688414], [-5.809634, 5.364358, -0.689808], [-6.918964, 4.498205, -1.254716], [-2.824276, 8.292000, -5.297646], [-2.831389, 9.760133, -4.319379], [-2.245808, 8.207264, -3.715092], [-4.217925, 8.348466, -2.592626], [-5.235629, 8.819871, -3.988625], [-2.244562, 5.712217, -4.196185], [-1.085028, 6.241310, -2.901472], [-1.146345, 3.866330, -1.993849], [-2.278062, 3.440539, -3.245719], [-0.596419, 3.853694, -3.635733], [-4.978640, 4.722585, -0.353159], [-6.143907, 5.965404, 0.143186], [-6.719389, 4.196353, -2.276726], [-7.168789, 3.654766, -0.611503], [-7.831765, 5.097116, -1.267241], [1.881864, 3.794674, 4.376528], [2.552539, 3.241090, 3.123245], [1.765672, 2.152598, 2.617228], [2.424248, 0.712568, 2.397902], [1.786964, -0.150402, 1.376343], [3.897385, 1.095434, 2.033430], [4.223192, 1.375836, 0.656634], [5.705175, 1.615656, 0.489774], [2.345832, 0.100089, 3.839469], [2.357845, -1.289982, 4.074580], [2.418791, -1.650702, 5.511711], [2.005392, 3.113489, 5.192192], [2.354859, 4.728088, 4.659124], [0.832632, 3.995141, 4.262398], [2.697283, 4.016916, 2.379626], [3.542441, 2.836148, 3.281269], [3.802570, 0.577160, 0.081094], [3.712906, 2.283486, 0.408959], [5.995453, 1.710438, -0.546308], [6.027255, 2.506877, 1.031616], [6.302845, 0.832133, 0.966033], [1.484777, -1.684988, 3.612597], [3.291815, -1.701829, 3.645520], [1.579659, -1.169425, 6.063240], [2.245379, -2.724007, 5.643470], [3.380615, -1.421631, 5.952156], [-1.611557, -5.576872, 0.889160], [-1.158869, -4.451463, 0.034934], [0.317055, -4.283302, 0.012692], [0.961749, -3.286109, -0.973672], [0.596911, -1.892050, -0.625849], [2.476032, -3.609429, -0.819116], [3.481541, -2.584936, -0.960041], [4.076107, -2.292179, 0.402329], [0.523139, -3.722973, -2.384519], [0.739054, -2.803735, -3.519315], [0.849004, -3.538576, -4.859426], [-1.361551, -6.526604, 0.458166], [-1.202346, -5.501743, 1.900365], [-2.692671, -5.389930, 0.992611], [-1.385913, -4.729424, -1.010020], [-1.653391, -3.580441, 0.408300], [4.224338, -2.941816, -1.656231], [3.138063, -1.627688, -1.341406], [4.639681, -3.175405, 0.710724], [4.724309, -1.424105, 0.330861], [3.243624, -2.202130, 1.126885], [-0.036090, -2.066217, -3.517320], [1.678690, -2.269726, -3.413231], [1.726171, -4.170585, -4.766784], [-0.089950, -4.038723, -5.090706], [1.058810, -2.714226, -5.540635]],
  "forces_ev_per_angstrom": [[-0.1, -0.8, -0.2], [-0.9, 0.2, -0.2], [0.9, -0.5, -0.6], [0.4, -0.4, 0.5], [0.4, 0.5, 0.4], [-0.2, 0.4, 0.6], [-0.4, 0.7, -0.5], [-0.2, -0.7, -0.1], [0.6, -0.2, 0.5], [-0.3, 0.4, 0.3], [0.2, -0.4, 0.5], [0.4, 0.1, -0.6], [-0.6, 0.4, -0.5], [-0.3, -0.4, -0.2], [-0.4, 0.1, -0.5], [0.8, -2.3, -0.4], [-0.8, 0.8, 0.7], [-1.6, 1.4, -0.3], [2.1, -1.2, -1.1], [0.1, 1.1, 0.4], [-0.9, 0.3, 0.5], [0.6, -0.8, -0.4], [0.5, 0.2, 0.1], [-0.2, 0.2, -0.2], [-0.2, 0.4, 0.5], [0.2, -0.2, 0.4], [-0.3, -0.1, -0.5], [-0.1, 0.1, -0.2], [-0.1, -0.1, 0.2], [-0.4, 0.5, 0.0], [-0.1, 0.0, -0.8], [-1.1, -0.1, -0.3], [-0.2, 0.2, -0.5], [-1.3, -1.9, 0.4], [0.9, 0.5, -0.4], [1.8, 0.4, 0.1], [-0.5, 0.9, 0.3], [-0.1, -0.1, 0.0], [0.5, 0.0, 0.3], [-0.2, -0.2, 0.3], [0.5, 0.0, 0.4], [-0.3, 0.3, 0.1], [0.4, 0.3, 0.2], [0.3, -0.2, 0.1], [-0.6, -0.3, -0.1], [0.0, 0.6, -0.2], [0.6, -1.0, -0.1], [-2.1, 0.4, 1.6], [0.5, 0.1, -0.6], [1.0, 0.5, -0.2], [1.0, 0.3, -0.1], [-0.5, 0.5, 1.5], [0.2, 0.0, -0.3], [-0.2, -0.5, -0.1], [-0.1, 0.0, 0.1], [0.1, 0.1, -0.1], [-0.1, 0.0, -0.2], [-0.7, 0.0, -0.4], [0.1, -0.3, -0.3], [0.1, -0.3, -0.3], [-0.9, 0.2, 0.0], [-1.0, 0.5, 0.2], [0.4, -0.2, 0.4], [-0.3, -1.1, 0.2], [0.1, 1.0, -0.5], [-0.1, 0.0, -0.2], [-0.3, -0.4, 0.5], [0.8, 0.0, -0.1], [0.2, -0.1, 1.9], [0.2, 0.0, -1.4], [0.2, 1.4, 0.1], [0.3, 0.2, -0.3], [0.3, -0.1, -0.2], [0.3, -0.2, 0.1], [1.1, -0.5, -0.3], [-0.2, 0.5, 0.4], [-0.1, 0.5, -0.1], [-0.1, 0.3, -0.5], [0.0, 0.0, 0.3], [-0.3, -0.2, -0.2], [-0.1, 0.1, 0.0], [0.7, -0.4, -0.5], [-0.7, -0.9, 0.5], [-0.1, -0.4, -0.2], [-0.2, -0.1, 0.3], [-0.2, -0.1, -0.1], [-0.1, -1.0, 1.0], [1.5, -0.7, -0.1], [0.1, -0.6, 0.7], [1.2, 0.9, -0.4], [-0.6, -0.3, -0.1], [-1.0, 0.5, 0.0], [0.1, -1.0, 0.3], [-0.7, 0.4, 0.2], [0.4, 0.3, -0.6], [0.2, -1.4, 0.0], [-1.0, 0.6, 0.4], [-0.6, 0.0, -0.6], [-0.1, 0.4, 0.1], [0.0, 0.4, 0.1], [-0.4, 0.4, 0.0], [-0.3, 0.5, -0.2], [0.4, 0.2, -0.1], [0.0, 0.1, -0.3], [0.1, 0.1, 0.3], [0.0, 0.0, -0.2], [0.3, 0.0, -0.4], [-0.1, 0.3, 0.0], [0.0, 0.2, 0.2], [0.2, -0.3, 0.1], [0.3, -0.2, 0.0], [-0.1, 0.1, -0.2], [0.9, 0.1, -0.4], [-0.1, 0.0, 0.7], [-0.4, -0.6, -0.7], [-0.6, 0.8, 0.6], [-0.2, 0.4, 0.2], [0.6, -1.0, 1.0], [0.4, 0.4, -0.1], [0.4, -0.4, 1.1], [0.5, 1.9, -0.2], [1.7, -1.5, -0.7], [-1.3, 0.3, 1.2], [0.0, -0.5, 0.5], [0.2, 0.2, 0.0], [-0.5, 0.0, -0.4], [-0.4, 0.0, -0.5], [0.3, 0.3, 0.6], [0.2, -0.2, -0.5], [-0.5, 0.5, -0.4], [-0.1, 0.0, -0.3], [-0.2, 0.2, -0.2], [-0.2, -0.3, -0.3], [-0.6, -0.5, -0.4], [-0.6, 0.0, -0.3], [0.7, -0.1, -0.1], [0.1, 0.1, -0.3], [0.1, 0.3, 0.2], [0.0, 0.4, 1.0], [0.9, -0.7, -1.4], [-0.9, -1.0, 0.6], [-0.1, 1.0, 1.5], [0.4, 0.1, -0.6], [0.3, 0.1, -0.3], [0.5, 0.9, 0.6], [-0.5, -1.3, 0.0], [-0.4, 0.1, -1.8], [0.6, -0.5, -0.3], [-0.2, 0.8, 1.6], [-0.1, -0.6, -0.1], [0.0, 0.0, -0.1], [0.2, -0.6, -0.1], [-0.3, 0.6, 0.4], [0.2, 0.9, -0.3], [0.2, -0.4, -0.2], [-0.8, -0.3, -0.3], [0.2, 0.3, 0.2], [0.0, 0.1, 0.3], [0.6, 0.4, -0.3], [-0.6, 0.3, 0.2], [0.1, 0.1, 0.5], [-0.2, -0.4, -0.5], [0.3, -0.2, -0.3], [-0.1, -0.3, -0.4]],
  "mulliken_charge": [2.5867, 1.5967, -0.4158, -0.3648, -1.2632, -0.3498, -0.4062, -0.3972, 1.7280, -0.4579, -0.3466, -1.0516, -0.4632, -0.4555, -0.3937, -0.0224, -0.3449, -0.6599, 0.0669, 0.1002, 0.8023, -1.1507, 0.3705, -0.7107, 0.3532, 0.4315, -0.0796, 0.2322, 0.2455, 0.3045, -1.6487, 1.7322, 0.2876, 0.3458, -0.5897, -0.3018, -0.7481, 0.4562, 0.3660, 0.3708, -0.7936, -0.3451, 0.2918, 0.2800, 0.2826, -0.8311, -0.2883, 0.0383, -0.0974, 0.7849, -0.4350, 0.1244, -0.1085, 0.2613, 0.4280, 0.3197, 0.3182, -0.4732, 0.3549, 0.1465, -0.9898, 0.1817, -0.5334, 1.3946, -0.7435, -0.5774, 1.6372, -1.4008, -0.3732, -0.1881, -1.2472, 0.3683, 0.1254, 0.3547, -0.0751, 0.3636, -0.5815, -0.1320, 0.4400, 0.2945, 0.1793, 0.2356, 0.3908, 0.2902, 0.4190, 0.2945, -1.0174, -0.2187, -0.4775, 1.0993, -0.7437, -0.1663, -0.9145, 0.3252, -0.4220, 0.4602, -1.2429, 0.2967, 0.4062, 0.1402, 0.2372, 0.4199, 0.5723, 0.3980, -0.4307, -0.2708, 0.4140, -0.3152, 0.3600, 0.2867, 0.3924, 0.3626, -1.5029, -0.5139, -0.5282, -0.3120, 1.7294, -0.4759, 1.4999, -1.9339, -0.6127, 1.4735, -1.6670, 0.3736, 0.4322, 0.1164, 0.4369, 0.6063, -0.7842, 0.1193, 0.3750, 0.4322, 0.3718, -0.4120, 0.0590, 0.3720, 0.1720, 0.4480, -1.6221, 0.6446, -0.1794, -1.4047, 1.4465, -0.2267, 0.3406, 0.3671, -0.2138, 0.4963, -1.6985, 0.4647, 0.1932, 0.4031, 0.0926, -0.1492, 0.6973, -0.6625, -0.3341, 0.2039, -0.5374, -0.0003, 0.1314, 0.3958, 0.3774, 0.4074],
  "homo_lumo_gap_ev": 10.90,
  "total_charge": 0,
  "e_lumo_ev": 0.419,
  "e_homo_ev": -10.4801
}

---

{
  "formula": "C6H8NO",
  "method": "ωB97M-V with the def2-TZVPD basis set",
  "elements": ["C", "C", "C", "C", "C", "C", "N", "O", "H", "H", "H", "H", "H", "H", "H", "H"],
  "coordinates": [[-1.786158, -1.604797, -0.179443], [-1.559209, -0.601674, 0.671246], [2.565235, 1.842746, 0.032973], [1.678469, 0.932069, -0.368039], [0.429712, 0.654362, 0.306038], [-0.577843, -1.356720, -0.961650], [-0.316678, -0.287384, -0.027612], [-2.078112, 0.134045, 1.637753], [-2.563398, -2.361853, -0.321389], [3.580962, 2.060149, -0.229631], [2.129765, 2.360036, 0.903048], [1.938420, 0.094625, -0.985930], [-0.014558, 1.225601, 1.181101], [0.197099, -2.099906, -1.197732], [-0.625583, -1.026734, -1.999911], [-2.998122, 0.035433, 1.539177]],
  "forces_ev_per_angstrom": [[-2.7, -3.4, -1.2], [3.2, 2.3, -0.8], [1.4, 3.8, 2.9], [-5.0, -4.8, 0.6], [6.8, 7.3, 1.3], [1.9, -0.5, -2.5], [-7.0, -4.9, 1.5], [2.2, -0.7, -0.7], [0.3, 0.5, 0.2], [0.1, -0.3, -0.5], [0.9, 0.4, -0.4], [0.3, 0.0, -1.0], [1.1, -0.2, -1.3], [0.0, -0.4, 1.5], [-1.1, 0.8, 0.0], [-2.4, 0.0, 0.4]],
  "mulliken_charge": [-0.2623, 0.2029, -0.9025, 0.1408, 0.1125, -0.6229, 0.0985, -0.4318, 0.4190, 0.3535, 0.2387, 0.2941, 0.2995, 0.3551, 0.3482, 0.3567],
  "homo_lumo_gap_ev": [7.83, 5.69],
  "total_charge": 1,
  "spin_multiplicity": 3,
  "de_lowest_ev": 1.474,
  "e_lumo_ev": [-2.979, -8.149],
  "e_homo_ev": [-10.8055, -13.8395]
}

---

{
  "formula": "C2H4N4O2",
  "method": "ωB97M-V with the def2-TZVPD basis set",
  "elements": ["C", "N", "N", "C", "O", "N", "N", "O", "H", "H", "H", "H"],
  "coordinates": [[-0.510926, -0.978670, 1.612582], [-1.091304, 0.320519, 0.840125], [-0.088118, 1.043648, 0.287965], [0.299423, 0.854196, -0.958319], [-0.211394, -0.278485, -1.762899], [1.008239, -0.427918, -2.557480], [1.883279, 0.585278, -2.416253], [1.084028, 1.674841, -1.739915], [0.522852, -0.545616, 2.114045], [-1.354196, -1.474158, 2.187668], [-0.054614, -1.617626, 0.801623], [-1.487268, 0.843991, 1.590859]],
  "forces_ev_per_angstrom": [[2.2, 2.4, -1.7], [-0.5, -4.2, 1.0], [2.9, 1.7, -4.5], [-3.9, 0.1, 3.2], [4.5, 2.7, -0.4], [2.8, 3.1, 1.2], [-6.1, -3.1, -0.9], [0.5, -3.3, 1.6], [-2.9, -1.3, -0.2], [1.5, 0.8, -0.5], [-1.1, 0.3, 0.9], [0.1, 0.8, 0.4]],
  "mulliken_charge": [-0.6617, -0.3023, -0.3589, 0.5729, -0.1329, 0.0292, -0.0112, -0.2071, 0.2932, 0.2892, 0.2143, 0.2750],
  "homo_lumo_gap_ev": 8.26,
  "total_charge": 0,
  "de_lowest_ev": 6.563,
  "e_lumo_ev": -0.808,
  "smiles": "CNN=c1onno1",
  "e_homo_ev": -9.0650
}

---

Per-record max |F|, Eh/bohr: 0.052; 0.196; 0.134
Per-record DFT total energy, hartree: -8329.9577; -362.9307; -447.8612